Here is a cluster of 6 separate species, C40H90FN4O20S5 in total from the OMol25 dataset. Energies are from ωB97M-V with the def2-TZVPD basis set.

The geometry in XYZ format:
```
160
Properties=species:S:1:pos:R:3:forces:R:3
C 0.23249 6.15984 -4.32296 -0.6083 0.2326 1.2408
C 0.80440 6.00122 -2.89528 -0.9294 -0.1308 -1.3901
O 1.99607 5.94792 -2.79819 1.0439 -0.3677 0.7730
N -0.05115 5.87517 -1.79189 0.5908 1.2517 -0.0272
C -1.05557 6.95022 -1.71439 -1.2887 -0.0228 0.2872
C 0.68508 5.76689 -0.52612 -0.3640 -0.7346 1.1669
C 0.99834 4.28181 -0.13409 -0.5960 1.7115 -0.3666
C -0.35241 3.58691 0.16460 0.8372 -0.5937 -0.4183
C -0.23852 2.17320 0.83111 -0.5587 0.8169 -0.8047
C -0.02743 2.17182 2.35741 0.9597 -1.0428 -0.3098
C 1.43338 2.58423 2.75924 -0.5213 1.1902 -0.4247
O 2.37530 2.23085 1.78309 -0.0845 -0.7565 0.4680
C 3.57498 1.66715 2.30567 1.1425 0.2093 0.6035
O 4.26791 0.87315 1.38739 -1.0288 0.2422 -0.1298
C 3.46168 0.32382 0.34026 0.6694 -0.4421 -0.9356
C 4.16920 -0.90533 -0.29577 -1.4935 0.2226 0.6398
O 3.38748 -1.22804 -1.45283 0.2980 0.0691 0.0255
N -0.89596 3.20817 3.01873 -0.5264 -0.1230 0.4161
C -2.35354 2.98487 2.77157 -0.8020 0.1747 0.4404
C -2.82826 1.51309 2.92962 -0.3966 0.1543 -0.2047
C -4.08482 1.35565 1.99134 -0.4114 -0.8431 1.2790
C -5.35918 0.96146 2.78886 0.3458 0.3807 -0.6906
F -6.32184 0.59209 1.84772 0.1041 0.0893 0.2826
N -1.82761 0.49179 2.61857 0.3637 0.2072 0.0991
C -2.27292 -0.85443 3.02816 -0.8408 -0.3710 -1.2574
C -2.30589 -1.79158 1.76461 0.3904 0.2368 0.7620
C -1.62196 -3.16190 1.95027 -0.6084 -0.6092 -1.2934
C -2.21544 -4.10161 0.84766 0.3140 0.4043 -0.4949
C -1.26403 -5.26505 0.45978 -0.3899 0.5941 1.1362
N -0.93190 -6.04048 1.69235 -0.1365 0.3104 -0.4966
C -0.47004 0.82732 3.04032 -0.3526 0.7742 0.3089
C 0.56106 -0.30401 2.88516 0.2945 -1.3627 1.7348
C 0.86925 -0.94862 4.30659 1.1627 3.0649 -0.3335
C 1.57855 0.02790 5.31677 0.7446 -3.7578 -1.2268
O 2.22442 -1.15556 4.59661 -1.6444 -0.5524 0.2135
H -0.84496 5.93448 -4.35299 0.4272 0.0393 -0.2078
H 0.38689 7.22012 -4.58215 -0.0316 -0.4575 -0.2300
H 0.80734 5.49576 -4.97629 -0.1678 0.2978 0.1118
H -0.76638 7.76580 -1.02646 0.2469 -0.3004 -0.4136
H -1.30878 7.40024 -2.68229 0.2970 -0.2890 0.1965
H -2.00284 6.54905 -1.30436 0.3783 0.0898 -0.1903
H -0.00105 6.13417 0.26271 0.2503 -0.0018 -0.3481
H 1.58289 6.40100 -0.45871 -0.2175 -0.2394 -0.4534
H 1.64691 4.36964 0.75132 -0.0502 -0.4435 -0.4234
H 1.52955 3.86131 -1.00057 -0.0251 -0.3433 0.6051
H -0.85103 3.42305 -0.80603 0.0702 0.1863 0.3994
H -0.99188 4.30360 0.71193 0.1047 -0.3333 -0.0591
H -1.15009 1.62465 0.54116 0.2918 0.0454 0.5971
H 0.57727 1.65867 0.29825 -0.0991 0.0607 0.6433
H 1.67815 2.26453 3.78546 -0.0140 -0.2096 -0.4221
H 1.41610 3.70081 2.78518 0.0977 -0.3971 0.1817
H 3.37782 1.07060 3.21944 -0.2947 0.1277 -0.3438
H 4.26008 2.49132 2.58745 -0.2330 -0.3260 -0.1070
H 3.34398 1.08152 -0.45227 -0.1482 -0.2363 0.2425
H 2.46639 -0.02744 0.65391 0.2917 0.2897 0.1593
H 5.21193 -0.68457 -0.54875 -0.2849 -0.2400 -0.0172
H 4.04125 -1.74111 0.41015 0.8113 0.2616 -0.0491
H 2.84034 -1.99621 -1.25030 0.2370 0.1572 -0.1527
H -0.63586 4.16473 2.76112 0.0333 -0.1857 -0.2131
H -0.75296 3.13850 4.03450 0.1729 -0.0302 -0.2105
H -2.63038 3.43069 1.80935 0.4540 -0.4111 0.1004
H -2.89442 3.57441 3.53266 0.2362 -0.1423 -0.3314
H -3.16707 1.36714 3.98360 0.2166 0.2762 -0.3103
H -3.88981 0.50792 1.31815 0.0158 0.5846 -0.1317
H -4.33770 2.28453 1.46392 0.2840 -0.3984 -0.1596
H -5.20071 0.10125 3.45350 -0.0500 0.3108 -0.0990
H -5.74700 1.83797 3.33075 0.0318 -0.4221 0.0739
H -1.71686 -1.28782 3.87277 0.0517 0.2801 -0.3199
H -3.32174 -0.79272 3.36374 0.5078 0.1022 0.1353
H -1.81384 -1.25399 0.93509 -0.0840 -0.2219 0.3361
H -3.35944 -1.89148 1.44642 0.3880 -0.3221 0.2287
H -0.53797 -3.11258 1.72545 -0.3179 0.2167 0.4214
H -1.76520 -3.61693 2.94177 0.0381 0.3845 -0.1650
H -2.38190 -3.45720 -0.03786 -0.0181 -0.4182 0.1918
H -3.21597 -4.44922 1.16132 0.3837 -0.0457 -0.0909
H -0.34397 -4.80826 0.05570 -0.2791 -0.4424 -0.0394
H -1.72858 -5.92814 -0.28412 0.2518 0.2718 0.1844
H -0.18332 -5.56548 2.19216 -0.1083 -0.1440 -0.0844
H -1.75592 -5.94672 2.28527 0.2472 -0.3769 0.0839
H -0.51605 1.06996 4.13946 0.3339 -0.0924 -0.3566
H 1.56335 0.01067 2.57697 -0.4851 0.2366 -0.2266
H 0.24117 -1.13491 2.24349 -0.0754 0.5530 -0.1715
H 0.12850 -1.64438 4.73215 0.5132 0.2246 -0.0615
H 2.39757 0.67084 4.99657 -1.2545 1.3024 0.5535
H 1.43483 -0.31048 6.34595 0.2041 0.8716 -0.0608
O -3.20929 -3.40417 -2.63236 0.2951 0.1557 -0.0592
S -3.92729 -2.97051 -3.79353 -0.7466 -0.0264 -0.0765
O -3.28830 -2.87627 -5.06814 0.2767 -0.0183 0.1661
O -4.64189 -1.57433 -3.46450 -0.0823 -0.2957 0.0462
C -3.83212 -0.50496 -2.95963 0.4447 0.5828 0.0701
C -3.02707 0.16626 -4.05668 0.1367 -0.1977 -0.1586
C -5.39372 -3.93351 -3.96127 -0.1128 0.0583 0.0507
H -3.18359 -0.86501 -2.15636 -0.0593 -0.1820 -0.0615
H -4.52014 0.21772 -2.51999 -0.2098 -0.2240 -0.0449
H -2.26581 -0.50570 -4.45326 -0.0076 0.0236 0.0244
H -2.52590 1.05665 -3.67246 -0.0691 0.0004 0.0455
H -3.67222 0.45146 -4.88804 -0.0224 0.0570 0.0713
H -5.90498 -3.96693 -3.00219 0.0378 0.0121 -0.0079
H -5.09606 -4.93506 -4.26549 0.0999 0.0498 0.0068
H -6.02382 -3.48263 -4.72431 0.0514 0.0088 -0.0009
O -5.76506 -3.55220 2.22018 0.0725 -0.0570 -0.3057
S -6.92992 -4.39327 2.23621 -0.6200 0.0347 0.5986
O -7.09049 -5.46089 1.30089 0.3489 0.1459 -0.1748
O -8.23192 -3.47051 2.20558 0.2829 -0.1435 0.2449
C -8.35100 -2.49816 1.15175 -0.1343 0.4022 -0.7132
C -8.77067 -3.13235 -0.16032 0.1537 -0.2542 -0.0491
C -7.15202 -5.03074 3.86485 -0.0447 0.0520 0.0761
H -7.41899 -1.93948 1.04202 0.0582 -0.1273 0.1423
H -9.11424 -1.79093 1.47396 0.0331 -0.1546 0.2779
H -7.98435 -3.77678 -0.55494 -0.0103 0.0253 0.0103
H -8.98376 -2.36319 -0.90384 -0.0248 0.0494 0.0850
H -9.65794 -3.75107 -0.02323 -0.0277 0.0876 0.0028
H -7.07553 -4.21299 4.57707 -0.0175 -0.0016 -0.0368
H -6.36521 -5.76142 4.04264 0.0117 0.0179 -0.1034
H -8.12661 -5.50918 3.92370 0.0215 0.0087 -0.0426
O 3.37270 -4.76633 8.73879 0.1144 0.2687 -0.1051
S 4.23545 -5.39974 7.78672 -0.0833 -0.6416 -0.1977
O 5.47292 -4.80099 7.39453 -0.0918 0.2331 0.1655
O 3.38649 -5.74138 6.47357 0.0480 -0.1797 0.2848
C 2.65820 -4.67379 5.85096 -0.1748 0.5965 -0.4413
C 3.55817 -3.76820 5.03359 0.2928 -0.1231 -0.0121
C 4.53960 -7.06098 8.29139 -0.0613 -0.0906 -0.0530
H 2.10224 -4.10585 6.60120 0.1071 -0.1072 0.1305
H 1.92558 -5.14514 5.19511 0.0927 -0.2779 0.1491
H 4.24205 -3.21101 5.67427 -0.0452 0.0242 -0.0200
H 2.96609 -3.05002 4.46933 0.0777 -0.2655 0.0909
H 4.16720 -4.35270 4.34171 -0.0654 -0.0648 0.0289
H 3.59269 -7.53118 8.54426 0.0073 0.0370 -0.0174
H 5.18873 -7.02569 9.16407 -0.0092 0.1098 -0.0237
H 5.03323 -7.58935 7.47926 -0.0013 0.0493 0.0018
O 4.41495 4.07272 -5.51121 0.0878 0.1344 -0.2307
S 5.22263 5.23588 -5.27174 0.3057 0.3294 0.8027
O 5.49507 6.17629 -6.31393 -0.1874 -0.2495 -0.2232
O 6.60518 4.77722 -4.61093 -0.3611 0.0502 0.0783
C 7.38331 3.77472 -5.28728 0.5139 -0.3655 -0.4718
C 8.14033 4.34558 -6.47067 -0.1814 0.1750 -0.1684
C 4.58329 6.09852 -3.87710 0.4087 0.0497 -0.0393
H 6.74829 2.93934 -5.58966 -0.1304 0.1122 0.0659
H 8.09163 3.39169 -4.55337 -0.1802 0.1601 0.1984
H 7.45780 4.65299 -7.26329 0.0175 -0.0296 0.0127
H 8.82266 3.60057 -6.88154 -0.0075 -0.0280 0.0894
H 8.71058 5.22657 -6.17426 0.0424 -0.0739 0.0434
H 4.41809 5.39104 -3.07123 -0.0442 0.0088 -0.0459
H 3.64545 6.55290 -4.17371 0.0238 -0.0859 -0.0769
H 5.29503 6.86717 -3.58249 0.0549 -0.0505 -0.0800
O 3.98483 -2.21659 -5.53431 0.2366 0.0489 -0.1313
S 3.30718 -1.78044 -6.71789 -0.6394 0.2311 -0.0006
O 3.96874 -1.75158 -7.98474 0.2252 -0.1082 0.1427
O 2.65430 -0.34777 -6.43984 -0.1458 -0.3756 0.0250
C 3.50742 0.70226 -5.94909 0.5403 0.6425 0.0900
C 4.35667 1.30730 -7.04777 0.2196 -0.3525 -0.2673
C 1.79824 -2.67814 -6.88570 -0.1022 0.0425 0.0259
H 4.12554 0.33619 -5.12632 -0.0892 -0.1906 -0.0504
H 2.84760 1.46743 -5.54083 -0.1964 -0.1978 -0.0487
H 5.09389 0.59198 -7.41568 -0.0563 -0.0322 0.0169
H 4.88672 2.18085 -6.67824 -0.1532 0.0292 0.0457
H 3.73807 1.59943 -7.89724 -0.0196 0.0723 0.0692
H 1.27068 -2.66140 -5.93534 0.0254 0.0179 -0.0154
H 2.05237 -3.70046 -7.15846 0.0964 0.0453 0.0038
H 1.20235 -2.21897 -7.67083 0.0437 0.0043 0.0064
```
Forces are in eV/Å.

Its total charge is +1. The calculation puts the HOMO energy at -10.91 eV. Its total energy is -5392.2609 hartree.

Löwdin population analysis, charges in e, atoms 1 to 99: C 0.016; C -0.480; O 0.062; N -0.099; C -0.059; C -0.191; C -0.145; C -0.166; C -0.076; C -0.288; C -0.136; O -0.121; C -0.211; O -0.071; C -0.179; C -0.196; O -0.067; N 0.100; C -0.055; C -0.262; C -0.090; C -0.184; F -0.056; N -0.113; C -0.137; C -0.172; C -0.209; C -0.210; C -0.256; N -0.013; C -0.219; C -0.031; C -0.242; C 0.016; O -0.131; H 0.079; H 0.096; H 0.091; H 0.096; H 0.085; H 0.090; H 0.107; H 0.130; H 0.101; H 0.127; H 0.125; H 0.089; H 0.122; H 0.134; H 0.125; H 0.135; H 0.117; H 0.153; H 0.134; H 0.106; H 0.129; H 0.125; H 0.086; H 0.173; H 0.186; H 0.121; H 0.150; H 0.154; H 0.118; H 0.117; H 0.114; H 0.126; H 0.110; H 0.106; H 0.113; H 0.107; H 0.102; H 0.109; H 0.093; H 0.109; H 0.108; H 0.107; H 0.049; H 0.055; H 0.155; H 0.099; H 0.109; H 0.140; H 0.093; H 0.109; O -0.283; S 0.579; O -0.267; O -0.261; C -0.267; C -0.070; C -0.112; H 0.106; H 0.119; H 0.072; H 0.075; H 0.088; H 0.069; H 0.081